Computed, not measured: an isolated molecule of C2H4N2OS, with ωB97M-V with the def2-TZVPD basis set.

Output
**Highest occupied orbital energy**: -8.91 eV
**F_max**: 3.590 eV Å⁻¹
**Electronic energy**: -661.5726 hartree
**Orbital gap**: 8.724 eV

Each line ends with the Mulliken charge.
CARTESIAN COORDINATES (ANGSTROEM)
N -1.028 -1.531 0.051  -0.33
C -1.006 -0.225 -0.045  0.70
O -1.981 0.553 0.014  -0.68
C 0.365 0.447 -0.016  0.10
N 0.257 1.783 -0.056  -0.34
S 1.668 -0.491 0.000  -0.43
H -0.136 -2.017 0.037  0.17
H -1.932 -1.988 -0.166  0.28
H 1.109 2.287 0.242  0.27
H -0.647 2.060 0.177  0.27